{"formula": "C2H4N2O2", "method": "ωB97M-V/def2-TZVPD", "symbols": ["C", "N", "O", "C", "N", "O", "H", "H", "H", "H"], "coordinates": [[-2.107, 0.474, 0.099], [-1.578, -0.664, -0.108], [-0.283, -0.953, 0.004], [0.850, 0.102, -0.100], [2.023, -0.550, -0.004], [0.694, 1.279, -0.320], [-3.209, 0.476, 0.134], [-1.630, 1.502, 0.161], [2.943, -0.124, 0.300], [2.297, -1.542, -0.166]], "smiles": "C=NOC(N)=O", "de_lowest_kcal_mol": 86.15, "orbital_gap_ev": 10.34, "e_homo_ev": -9.651, "spin_multiplicity": 1}

=====

{"formula": "C4H12", "method": "ωB97M-V/def2-TZVPD", "symbols": ["C", "C", "H", "H", "H", "H", "H", "H", "C", "C", "H", "H", "H", "H", "H", "H"], "coordinates": [[1.871, 0.613, -0.040], [2.082, 0.645, -1.594], [2.552, 1.227, 0.476], [0.752, 0.915, 0.066], [2.056, -0.376, 0.302], [1.889, 1.615, -2.142], [3.163, 0.479, -1.680], [1.432, -0.097, -2.065], [-2.196, 0.099, 0.599], [-1.829, -1.364, 1.021], [-1.656, 0.346, -0.349], [-3.218, 0.483, 0.757], [-1.426, 0.670, 1.261], [-2.604, -2.081, 0.947], [-0.947, -1.767, 0.406], [-1.559, -1.368, 2.110]], "smiles": "CC.CC", "de_lowest_kcal_mol": 23.21, "orbital_gap_ev": 12.27, "e_homo_ev": -11.169, "spin_multiplicity": 1}

=====

{"formula": "C14H9ClF3FeIN2O3S2", "method": "ωB97M-V/def2-TZVPD", "symbols": ["Fe", "Cl", "C", "C", "C", "I", "C", "O", "C", "N", "C", "C", "C", "C", "H", "H", "H", "H", "S", "C", "N", "C", "C", "S", "H", "H", "H", "H", "H", "F", "C", "F", "F", "C", "O", "O"], "coordinates": [[0.238, -0.622, -0.831], [3.970, -0.539, 5.119], [3.485, -0.581, 3.486], [4.437, -0.568, 2.482], [4.089, -0.647, 1.133], [5.461, -0.580, -0.386], [2.695, -0.723, 0.732], [2.333, -0.846, -0.455], [1.703, -0.647, 1.822], [0.438, -0.634, 1.405], [-0.529, -0.574, 2.321], [-0.251, -0.574, 3.694], [1.052, -0.579, 4.122], [2.071, -0.606, 3.163], [5.479, -0.499, 2.763], [-1.548, -0.521, 1.956], [-1.060, -0.518, 4.400], [1.287, -0.546, 5.176], [0.373, 1.791, -0.688], [-0.324, 1.900, -2.240], [-1.592, 2.049, -2.462], [-2.049, 1.881, -3.848], [-0.824, 2.223, -4.699], [0.625, 1.806, -3.677], [-2.211, 1.901, -1.670], [-2.887, 2.547, -4.055], [-2.366, 0.841, -3.974], [-0.788, 3.285, -4.941], [-0.832, 1.662, -5.625], [-4.262, -1.124, 0.578], [-3.820, -1.768, -0.509], [-3.983, -3.064, -0.320], [-4.563, -1.386, -1.547], [-2.333, -1.365, -0.752], [-1.392, -2.181, -0.545], [-2.125, -0.195, -1.129]], "de_lowest_kcal_mol": 0.00, "orbital_gap_ev": [7.80, 6.25], "e_homo_ev": [-11.674, -12.210], "spin_multiplicity": 6, "total_charge": 1}

=====

{"formula": "C31H37BrFGdINS6", "method": "ωB97M-V/def2-TZVPD", "symbols": ["Gd", "C", "C", "S", "C", "C", "S", "C", "C", "S", "H", "H", "H", "H", "H", "H", "H", "H", "H", "H", "H", "H", "S", "C", "S", "S", "C", "C", "C", "C", "C", "C", "C", "C", "C", "C", "C", "C", "N", "C", "C", "C", "C", "C", "C", "F", "H", "H", "H", "H", "H", "H", "H", "H", "H", "H", "H", "H", "H", "H", "H", "H", "H", "H", "H", "H", "H", "Br", "C", "C", "C", "C", "C", "C", "I", "H", "H", "H", "H"], "coordinates": [[0.023, -0.194, -0.277], [-1.313, 1.743, 4.204], [-0.557, 0.424, 4.158], [-0.715, -0.505, 2.601], [-2.481, -0.915, 2.491], [-3.401, 0.171, 1.932], [-2.658, 1.042, 0.511], [-2.936, 2.805, 0.866], [-2.507, 3.375, 2.218], [-0.867, 2.846, 2.818], [-1.076, 2.262, 5.132], [-2.386, 1.569, 4.171], [-0.888, -0.240, 4.957], [0.517, 0.585, 4.256], [-2.806, -1.240, 3.481], [-2.497, -1.771, 1.818], [-3.673, 0.915, 2.678], [-4.311, -0.309, 1.572], [-3.995, 3.008, 0.706], [-2.376, 3.275, 0.056], [-3.228, 3.147, 3.000], [-2.452, 4.460, 2.129], [-3.736, -0.550, -3.088], [-2.344, -0.554, -2.227], [-1.074, 0.609, -2.522], [-2.047, -1.721, -0.950], [3.546, -1.313, 3.302], [3.888, -0.582, 2.001], [5.284, 0.045, 2.112], [3.832, -1.461, 0.764], [4.559, -2.644, 0.713], [4.586, -3.414, -0.438], [3.917, -2.989, -1.573], [3.197, -1.801, -1.573], [2.502, -1.307, -2.831], [1.207, -2.083, -3.101], [3.421, -1.376, -4.053], [3.118, -1.057, -0.381], [2.243, 0.055, -0.299], [2.690, 1.307, -0.592], [3.962, 1.640, -1.096], [4.310, 2.955, -1.346], [3.426, 4.000, -1.107], [2.161, 3.710, -0.612], [1.840, 2.402, -0.380], [0.558, 2.095, 0.111], [3.624, -0.618, 4.141], [4.230, -2.143, 3.490], [2.533, -1.715, 3.284], [3.165, 0.225, 1.872], [6.039, -0.730, 2.261], [5.330, 0.735, 2.957], [5.532, 0.598, 1.205], [5.110, -2.972, 1.586], [5.139, -4.346, -0.453], [3.968, -3.595, -2.470], [2.226, -0.260, -2.690], [1.425, -3.127, -3.337], [0.674, -1.640, -3.943], [0.531, -2.050, -2.236], [3.683, -2.410, -4.284], [4.343, -0.818, -3.884], [2.917, -0.952, -4.922], [4.659, 0.834, -1.291], [5.295, 3.177, -1.738], [3.707, 5.027, -1.296], [1.434, 4.484, -0.401], [3.008, -5.337, 2.517], [2.307, -5.651, 0.792], [2.738, -6.768, 0.093], [2.260, -7.012, -1.184], [1.353, -6.141, -1.768], [0.911, -5.032, -1.066], [1.389, -4.784, 0.211], [0.644, -3.099, 1.253], [3.448, -7.440, 0.557], [2.590, -7.896, -1.714], [0.980, -6.323, -2.767], [0.188, -4.357, -1.503]], "de_lowest_kcal_mol": 191.90, "orbital_gap_ev": [4.16, 4.05], "e_homo_ev": [-3.970, -7.076], "spin_multiplicity": 8}

=====

{"formula": "C6H9N", "method": "ωB97M-V/def2-TZVPD", "symbols": ["C", "C", "C", "C", "C", "N", "C", "H", "H", "H", "H", "H", "H", "H", "H", "H"], "coordinates": [[-0.038, 2.579, 0.699], [0.748, 1.298, 0.892], [0.259, 0.166, 0.032], [1.023, -1.033, -0.141], [0.209, -1.984, -0.697], [-1.061, -1.468, -0.732], [-1.040, -0.185, -0.243], [-1.114, 2.455, 0.860], [0.265, 3.392, 1.347], [0.045, 2.916, -0.338], [1.789, 1.508, 0.635], [0.719, 0.948, 1.928], [2.078, -1.185, 0.049], [0.401, -3.042, -0.666], [-1.847, -1.958, -1.123], [-1.921, 0.424, -0.403]], "smiles": "CCc1cc[nH]c1", "de_lowest_kcal_mol": 13.01, "orbital_gap_ev": 9.29, "e_homo_ev": -8.219, "spin_multiplicity": 1}

=====

{"formula": "C5H4S", "method": "ωB97M-V/def2-TZVPD", "symbols": ["C", "C", "C", "C", "C", "S", "H", "H", "H", "H"], "coordinates": [[0.112, 0.904, -0.799], [0.315, 1.504, 0.364], [0.918, -0.352, -0.608], [1.157, 0.333, 1.054], [0.307, -1.357, 0.151], [2.541, -0.039, -0.149], [-0.578, 1.175, -1.660], [0.063, 2.286, 0.980], [-0.799, -1.597, 0.183], [0.836, -2.111, 0.537]], "de_lowest_kcal_mol": 101.81, "orbital_gap_ev": 9.28, "e_homo_ev": -8.667, "spin_multiplicity": 1}

=====

{"formula": "C44H77INO20", "method": "ωB97M-V/def2-TZVPD", "symbols": ["C", "C", "C", "C", "O", "O", "C", "O", "N", "C", "C", "C", "O", "C", "C", "C", "I", "C", "C", "C", "C", "C", "C", "C", "C", "C", "C", "C", "C", "O", "C", "H", "H", "H", "H", "H", "H", "H", "H", "H", "H", "H", "H", "H", "H", "H", "H", "H", "H", "H", "H", "H", "H", "H", "H", "H", "H", "H", "H", "H", "H", "H", "H", "H", "H", "H", "H", "H", "C", "C", "O", "C", "O", "O", "C", "H", "H", "H", "H", "H", "H", "H", "H", "C", "C", "O", "C", "O", "O", "C", "H", "H", "H", "H", "H", "H", "H", "H", "C", "C", "O", "C", "O", "O", "C", "H", "H", "H", "H", "H", "H", "H", "H", "C", "C", "O", "C", "O", "O", "C", "H", "H", "H", "H", "H", "H", "H", "H", "C", "C", "O", "C", "O", "O", "C", "H", "H", "H", "H", "H", "H", "H", "H"], "coordinates": [[3.856, -2.658, 6.730], [3.345, -1.973, 5.714], [2.532, -1.162, 4.551], [1.497, -0.296, 5.437], [1.681, 0.935, 5.789], [0.278, -0.904, 5.846], [1.981, -2.412, 3.661], [0.833, -2.971, 3.640], [3.218, -2.789, 2.886], [4.176, -1.641, 2.581], [5.692, -1.771, 3.195], [6.633, -0.505, 2.774], [7.736, -0.407, 3.445], [4.202, -1.535, 0.969], [5.365, -2.391, 0.248], [5.198, -4.001, 0.372], [7.267, -4.806, 0.410], [3.428, -0.447, 3.422], [2.869, 0.836, 2.628], [1.356, 0.616, 2.016], [0.792, 2.088, 1.684], [-0.817, 2.211, 1.583], [-1.633, 0.840, 1.816], [-3.231, 1.195, 1.982], [-3.824, 0.096, 3.055], [-5.255, -0.518, 2.618], [-5.376, -2.117, 2.893], [-4.400, -3.011, 1.935], [-4.220, -2.411, 0.446], [-3.351, -3.335, -0.282], [-1.940, -3.063, -0.006], [4.201, -3.585, 7.331], [2.907, -3.334, 2.054], [5.708, -1.800, 4.344], [6.151, -2.788, 2.846], [6.356, 0.269, 1.967], [3.189, -1.870, 0.495], [4.339, -0.433, 0.606], [6.436, -2.133, 0.580], [5.322, -2.156, -0.895], [4.679, -4.343, 1.337], [4.725, -4.484, -0.577], [4.276, 0.034, 4.069], [3.536, 1.197, 1.759], [2.798, 1.722, 3.376], [1.462, -0.057, 1.087], [0.785, 0.043, 2.832], [1.185, 2.913, 2.394], [1.212, 2.371, 0.630], [-1.081, 2.676, 0.543], [-1.138, 3.018, 2.365], [-1.465, 0.035, 1.011], [-1.320, 0.445, 2.870], [-3.764, 1.117, 0.967], [-3.357, 2.236, 2.488], [-3.068, -0.759, 3.252], [-3.991, 0.604, 4.091], [-6.073, -0.010, 3.279], [-5.537, -0.227, 1.526], [-6.479, -2.485, 2.815], [-5.067, -2.326, 4.000], [-4.927, -4.050, 1.839], [-3.363, -3.213, 2.421], [-3.788, -1.328, 0.443], [-5.230, -2.398, -0.139], [-1.827, -2.180, 0.728], [-1.493, -4.009, 0.496], [-1.322, -2.834, -0.957], [11.008, -1.993, 1.449], [11.132, -3.484, 1.700], [11.660, -4.156, 0.548], [12.988, -4.048, 0.370], [13.762, -3.455, 1.088], [13.311, -4.697, -0.767], [14.685, -4.579, -1.129], [10.428, -1.804, 0.541], [10.518, -1.499, 2.292], [11.988, -1.532, 1.302], [10.141, -3.905, 1.885], [11.742, -3.696, 2.585], [15.340, -4.874, -0.305], [14.901, -3.555, -1.444], [14.870, -5.247, -1.971], [3.134, 6.860, -0.696], [1.665, 7.125, -0.425], [0.926, 7.221, -1.649], [0.634, 6.050, -2.244], [0.926, 4.949, -1.837], [-0.022, 6.316, -3.392], [-0.308, 5.159, -4.174], [3.539, 7.611, -1.382], [3.708, 6.882, 0.233], [3.281, 5.886, -1.169], [1.556, 8.084, 0.085], [1.231, 6.361, 0.230], [-0.831, 4.400, -3.586], [0.617, 4.753, -4.591], [-0.956, 5.461, -4.999], [-6.485, 6.178, -7.187], [-5.071, 6.068, -7.726], [-4.293, 5.154, -6.944], [-4.515, 3.849, -7.184], [-5.291, 3.391, -7.993], [-3.741, 3.133, -6.345], [-3.950, 1.724, -6.425], [-6.471, 6.432, -6.123], [-7.045, 6.945, -7.726], [-7.021, 5.230, -7.280], [-4.578, 7.040, -7.657], [-5.063, 5.777, -8.783], [-3.856, 1.366, -7.453], [-4.931, 1.469, -6.017], [-3.185, 1.235, -5.820], [-8.106, 4.034, 3.705], [-8.503, 3.556, 2.321], [-8.250, 4.567, 1.337], [-6.966, 4.696, 0.955], [-6.032, 4.040, 1.354], [-6.894, 5.706, 0.064], [-5.566, 6.014, -0.352], [-8.592, 4.986, 3.937], [-8.388, 3.299, 4.463], [-7.028, 4.202, 3.773], [-9.576, 3.357, 2.299], [-7.996, 2.622, 2.055], [-5.047, 5.125, -0.718], [-5.013, 6.469, 0.474], [-5.628, 6.737, -1.167], [-2.771, -6.173, -2.097], [-4.242, -5.919, -1.829], [-4.978, -5.829, -3.057], [-5.262, -7.001, -3.652], [-4.965, -8.102, -3.246], [-5.916, -6.737, -4.803], [-6.193, -7.895, -5.587], [-2.370, -5.420, -2.781], [-2.199, -6.147, -1.166], [-2.615, -7.147, -2.569], [-4.358, -4.960, -1.320], [-4.672, -6.685, -1.174], [-6.713, -8.657, -5.001], [-5.265, -8.295, -6.001], [-6.840, -7.595, -6.413]], "de_lowest_kcal_mol": 0.00, "orbital_gap_ev": 5.99, "e_homo_ev": -4.463, "spin_multiplicity": 1, "total_charge": -1}